[1]
H6N3OP | ωB97M-V with the def2-TZVPD basis set

## Properties
* energy relative to the best compared isomer or geometry (same formula, charge and spin): 27.3 kcal per mole
* frontier orbital gap: 10.562 eV
* HOMO level: -9.901 eV
* 2S+1: 1
* net charge: 0
* structure (SMILES): N=P(N)(N)O
* lowest unoccupied orbital energy: 0.024 hartree
* strongest force on any atom: 5.0 eV/A

Element x y z (Å)
1 N 1.142 -1.297 0.717
2 P 0.118 -0.341 0.095
3 N 0.112 1.250 0.898
4 N 0.180 0.077 -1.528
5 O -1.698 -0.653 0.012
6 H 1.206 -1.186 1.676
7 H 0.684 1.120 1.742
8 H -0.789 1.744 1.025
9 H 1.088 0.197 -1.976
10 H -0.568 0.735 -1.753
11 H -1.729 -1.106 -0.881



[2]
H6N3PS3 | ωB97M-V with the def2-TZVPD basis set

## Properties
* energy relative to the best compared isomer or geometry (same formula, charge and spin): 0.0 kcal per mole
* frontier orbital gap: 7.869 eV
* HOMO level: -7.540 eV
* 2S+1: 1
* net charge: 0
* structure (SMILES): NP(N)(=NS)SS
* lowest unoccupied orbital energy: 0.012 hartree
* strongest force on any atom: 3.8 eV/A

Element x y z (Å)
1 N -1.060 1.449 -0.810
2 P -0.293 0.111 -0.130
3 N -0.349 0.503 1.470
4 N -1.060 -1.166 -0.588
5 S -0.993 -2.786 -0.063
6 S 1.623 0.453 -0.957
7 S 2.856 -0.318 0.441
8 H -1.972 1.101 -1.117
9 H -0.622 1.963 -1.554
10 H -0.142 1.498 1.710
11 H -0.169 -0.099 2.290
12 H -1.509 -3.306 -1.167
13 H 3.689 0.596 0.475